(1)
ORCA calculation (the ωB97M-V functional and the def2-TZVPD basis) on a molecular structure, C47H44FN4O7P2SeZr.

```
107
C47H44FN4O7P2SeZr the ωB97M-V functional and the def2-TZVPD basis
Zr 20.077 11.320 13.633
C 22.675 12.374 11.322
P 20.999 11.726 10.992
C 21.133 10.604 9.560
C 20.298 9.486 9.569
C 20.358 8.566 8.500
C 21.304 8.810 7.497
C 22.081 9.948 7.446
C 21.985 10.875 8.464
C 20.071 13.128 10.232
C 18.948 12.749 9.458
C 18.108 13.738 8.979
C 18.402 15.082 9.268
C 19.510 15.462 10.010
C 20.334 14.467 10.536
C 22.927 12.409 12.789
C 23.851 13.173 13.447
C 23.903 12.795 14.802
C 22.958 11.779 14.931
C 22.556 10.917 16.111
P 20.738 11.044 16.440
C 20.327 9.562 17.490
C 18.961 9.310 17.699
C 18.542 8.264 18.528
C 19.504 7.481 19.155
C 20.859 7.673 18.945
C 21.273 8.688 18.095
C 20.408 12.420 17.631
C 20.449 13.746 17.175
C 20.074 14.768 18.036
C 19.614 14.520 19.314
C 19.673 13.228 19.792
C 20.026 12.197 18.959
N 22.357 11.530 13.687
H 22.846 13.375 10.913
H 23.381 11.734 10.816
H 19.620 9.389 10.381
H 19.715 7.679 8.562
H 21.315 8.138 6.615
H 22.738 10.058 6.577
H 22.609 11.736 8.477
H 18.850 11.703 9.136
H 17.270 13.492 8.335
H 17.760 15.865 8.877
H 19.817 16.475 10.208
H 21.085 14.673 11.303
H 24.436 13.971 12.956
H 24.487 13.242 15.612
H 23.165 11.151 17.039
H 22.723 9.860 15.849
H 18.210 9.846 17.166
H 17.467 8.035 18.615
H 19.196 6.644 19.786
H 21.619 7.007 19.388
H 22.342 8.822 17.954
H 20.758 13.996 16.197
H 20.183 15.783 17.654
H 19.303 15.323 19.960
H 19.411 13.053 20.869
H 20.055 11.183 19.369
F 13.511 10.033 14.765
C 14.070 11.176 14.370
C 15.422 11.358 14.536
C 15.932 12.616 14.182
C 17.397 12.779 14.285
O 18.093 11.785 14.652
C 17.880 14.061 13.900
C 16.980 15.068 13.609
N 15.644 14.883 13.580
C 14.749 16.028 13.430
C 15.175 17.139 12.540
C 14.064 16.268 12.136
C 15.092 13.668 13.817
C 13.739 13.407 13.562
C 13.243 12.178 13.873
N 11.876 11.919 13.574
C 10.925 12.047 14.639
C 9.572 12.331 13.950
N 9.221 11.245 12.985
C 10.302 11.040 11.972
C 11.606 10.794 12.722
C 19.357 14.432 13.770
O 19.710 15.525 13.421
O 20.125 13.432 13.953
H 16.027 10.484 14.704
H 17.314 16.073 13.410
H 14.254 16.315 14.334
H 16.094 17.023 11.985
H 14.958 18.095 12.931
H 14.147 15.615 11.262
H 13.104 16.733 12.207
H 13.113 14.152 13.101
H 11.214 12.887 15.259
H 10.792 11.153 15.294
H 9.666 13.225 13.334
H 8.703 12.489 14.627
H 8.345 11.512 12.517
H 9.066 10.405 13.519
H 10.381 11.962 11.387
H 10.040 10.252 11.306
H 12.424 10.626 12.020
H 11.535 9.786 13.280
O 18.537 10.379 12.369
Se 18.567 8.895 13.147
O 18.709 7.653 12.148
O 19.923 9.278 14.048
O 17.271 8.720 14.080
```

total charge	+1
HOMO-LUMO gap	5.435	eV
maximum force	2.84	eV/Å
E	-5794.01351	a.u.


(2)
ORCA calculation (the ωB97M-V functional and the def2-TZVPD basis) on a molecular structure, C47H44MgN6O2.

```
100
C47H44MgN6O2 the ωB97M-V functional and the def2-TZVPD basis
Mg -0.210 -1.234 0.305
C -3.347 -3.543 -0.151
C -3.226 -2.315 -1.057
C -3.347 -1.031 -0.291
C -4.401 -0.153 -0.507
C -4.524 0.978 0.282
C -3.592 1.204 1.281
C -2.558 0.301 1.414
N -2.420 -0.790 0.652
N -2.114 -3.796 0.593
C -2.286 -3.600 2.032
C -0.973 -3.462 2.749
C -0.544 -4.471 3.595
C 0.670 -4.344 4.252
C 1.411 -3.198 4.044
C 0.912 -2.241 3.175
N -0.251 -2.359 2.532
C -1.368 -4.999 0.232
C -0.116 -4.613 -0.537
C 0.136 -5.085 -1.816
C 1.298 -4.677 -2.461
C 2.159 -3.811 -1.810
C 1.821 -3.375 -0.535
N 0.711 -3.766 0.092
H -3.606 -4.401 -0.773
H -4.179 -3.414 0.551
H -3.996 -2.349 -1.829
H -2.255 -2.344 -1.553
H -5.115 -0.363 -1.293
H -5.335 1.677 0.115
H -3.640 2.072 1.921
H -1.784 0.463 2.157
H -2.849 -4.416 2.509
H -2.855 -2.684 2.165
H -1.164 -5.347 3.736
H 1.027 -5.127 4.910
H 2.367 -3.040 4.524
H 1.483 -1.347 2.967
H -1.971 -5.689 -0.362
H -1.075 -5.538 1.137
H -0.565 -5.755 -2.298
H 1.519 -5.024 -3.462
H 3.068 -3.461 -2.280
H 2.447 -2.662 0.001
N 1.729 -1.070 0.614
C 2.509 -0.156 0.972
C 4.007 -0.329 0.841
C 4.882 0.009 1.870
C 6.243 -0.246 1.755
C 6.748 -0.819 0.596
C 5.883 -1.140 -0.445
C 4.523 -0.903 -0.317
C 2.055 1.163 1.580
C 2.731 2.357 1.337
C 2.267 3.558 1.858
C 1.123 3.585 2.643
C 0.444 2.402 2.900
C 0.911 1.208 2.371
H 4.495 0.471 2.772
H 6.911 0.007 2.571
H 7.811 -1.009 0.500
H 6.274 -1.575 -1.358
H 3.830 -1.154 -1.115
H 3.628 2.345 0.727
H 2.805 4.477 1.652
H 0.761 4.520 3.056
H -0.449 2.413 3.516
H 0.381 0.283 2.580
C -0.407 6.736 0.563
C -0.980 5.486 -0.055
C -2.291 5.122 0.235
C -2.843 3.990 -0.345
C -2.107 3.215 -1.222
C -0.795 3.572 -1.522
N -0.023 2.844 -2.441
C -0.620 1.961 -3.386
C -0.895 2.438 -4.667
C -1.447 1.619 -5.638
C -1.745 0.296 -5.334
C -1.459 -0.189 -4.070
C -0.893 0.624 -3.087
C -0.587 0.005 -1.753
O -0.540 0.700 -0.715
O -0.430 -1.266 -1.707
C -0.218 4.703 -0.925
C 1.204 5.067 -1.264
H -1.162 7.244 1.161
H -0.053 7.437 -0.197
H 0.443 6.515 1.215
H -2.879 5.735 0.909
H -3.869 3.719 -0.124
H -2.541 2.335 -1.676
H 0.681 3.417 -2.876
H -0.681 3.478 -4.887
H -1.652 2.016 -6.624
H -2.183 -0.355 -6.080
H -1.641 -1.226 -3.821
H 1.833 4.177 -1.336
H 1.646 5.706 -0.502
H 1.269 5.609 -2.215
```

relative energy (zero: lowest compared OMol25 entry of this formula, charge and spin)	39.1	kcal per mole
total charge	0
HOMO-LUMO gap	7.286	eV
maximum force	1.75	eV/Å
E	-2496.66181	a.u.


(3)
ORCA calculation (the ωB97M-V functional and the def2-TZVPD basis) on a molecular structure, C47H45F2IMnN2O2P3S2.

```
105
C47H45F2IMnN2O2P3S2 the ωB97M-V functional and the def2-TZVPD basis
Mn -1.817 -2.312 -0.726
F -4.529 -1.899 4.113
C -3.397 -2.251 3.443
C -3.337 -2.098 2.075
C -2.190 -2.472 1.378
C -1.101 -2.994 2.115
C -1.212 -3.096 3.497
F -0.163 -3.532 4.264
C -2.347 -2.744 4.192
C 0.084 -3.410 1.336
C 1.194 -4.100 1.835
C 2.198 -4.486 0.965
C 2.100 -4.176 -0.381
C 0.984 -3.478 -0.803
N 0.014 -3.113 0.030
H -4.194 -1.686 1.553
H -2.395 -2.823 5.268
H 1.250 -4.350 2.881
H 3.054 -5.034 1.343
H 2.864 -4.458 -1.093
H 0.829 -3.167 -1.831
C -7.579 -0.034 -3.707
C -6.572 -0.393 -2.632
O -5.426 0.437 -2.775
P -3.882 -0.182 -2.814
S -0.778 -1.069 -2.244
S -3.945 -1.399 -1.093
O -4.215 -1.242 -4.048
C -3.359 -2.347 -4.339
C -4.068 -3.232 -5.342
H -8.489 -0.631 -3.597
H -7.150 -0.225 -4.691
H -7.847 1.023 -3.647
H -6.292 -1.444 -2.708
H -6.992 -0.232 -1.634
H -3.149 -2.910 -3.429
H -2.403 -1.984 -4.724
H -5.009 -3.593 -4.921
H -3.446 -4.099 -5.572
H -4.282 -2.689 -6.266
C 1.322 1.505 1.680
N 1.838 2.092 0.456
C 1.682 1.393 -0.811
P 2.264 -0.396 -0.734
C 2.899 -0.540 -2.453
C 4.114 -1.168 -2.720
C 4.551 -1.352 -4.026
C 3.777 -0.906 -5.087
C 2.562 -0.286 -4.833
C 2.118 -0.111 -3.529
C 3.880 -0.025 0.114
C 4.190 -0.802 1.227
C 5.339 -0.562 1.975
C 6.193 0.469 1.616
C 5.900 1.251 0.503
C 4.758 0.999 -0.241
C 2.502 3.293 0.515
C 3.082 3.742 1.716
C 3.753 4.951 1.776
C 3.883 5.761 0.656
C 3.313 5.327 -0.535
C 2.632 4.125 -0.612
P -0.323 0.618 1.482
C -0.629 0.589 3.298
C 0.235 -0.167 4.094
C 0.081 -0.215 5.470
C -0.964 0.467 6.078
C -1.852 1.191 5.294
C -1.685 1.255 3.917
C -1.354 2.038 0.954
C -2.480 1.725 0.198
C -3.333 2.729 -0.247
C -3.050 4.056 0.040
C -1.914 4.380 0.775
C -1.075 3.377 1.233
H 1.176 2.303 2.409
H 2.028 0.795 2.131
H 2.314 1.883 -1.548
H 0.650 1.403 -1.183
H 4.731 -1.518 -1.899
H 5.498 -1.847 -4.210
H 4.113 -1.052 -6.107
H 1.935 0.042 -5.653
H 1.139 0.313 -3.348
H 3.515 -1.605 1.509
H 5.559 -1.177 2.840
H 7.084 0.668 2.199
H 6.559 2.063 0.221
H 4.543 1.614 -1.108
H 3.040 3.118 2.598
H 4.195 5.255 2.718
H 4.411 6.704 0.709
H 3.382 5.943 -1.424
H 2.165 3.845 -1.546
H 1.031 -0.742 3.630
H 0.762 -0.813 6.064
H -1.098 0.417 7.151
H -2.686 1.708 5.755
H -2.381 1.830 3.319
H -2.680 0.694 -0.070
H -4.201 2.462 -0.836
H -3.706 4.841 -0.319
H -1.679 5.417 0.990
H -0.197 3.655 1.807
I -2.412 -5.095 -1.314
```

multiplicity	5
relative energy (zero: lowest compared OMol25 entry of this formula, charge and spin)	0.0	kcal per mole
total charge	-2
HOMO-LUMO gap (alpha / beta)	5.153 / 5.510	eV
maximum force	0.49	eV/Å
E	-5547.05479	a.u.


(4)
ORCA calculation (the ωB97M-V functional and the def2-TZVPD basis) on a molecular structure, C47H47BBiN6O4S5Sb.

```
112
C47H47BBiN6O4S5Sb the ωB97M-V functional and the def2-TZVPD basis
Bi 0.009 0.080 -1.175
S 4.629 1.815 -2.713
Sb 5.545 -0.035 -1.773
S 3.524 -1.506 -1.065
S 3.340 -0.263 0.563
S 5.299 0.331 0.788
C 5.207 -3.092 -4.295
C 3.765 -2.691 -4.309
C 3.383 -1.386 -4.580
C 2.058 -0.992 -4.545
C 1.740 0.437 -4.825
C 1.053 -1.947 -4.253
C -0.346 -1.601 -4.213
O -0.868 -0.508 -4.434
C 1.438 -3.291 -4.010
C 0.427 -4.370 -3.733
C 2.774 -3.631 -4.037
H 5.827 -2.321 -4.753
H 5.351 -4.035 -4.823
H 5.535 -3.227 -3.263
H 4.142 -0.650 -4.809
H 2.621 0.956 -5.193
H 1.423 0.937 -3.912
H 0.924 0.517 -5.539
H -1.014 -2.449 -3.969
H -0.176 -4.124 -2.860
H 0.932 -5.315 -3.544
H -0.243 -4.505 -4.582
H 3.069 -4.653 -3.837
C 1.668 1.591 8.557
C 0.498 2.530 8.531
O 0.484 3.661 8.964
S -1.023 1.731 7.926
C -0.604 1.444 6.215
C 0.030 2.432 5.474
C 0.254 2.242 4.125
C -0.157 1.063 3.501
C -0.771 0.065 4.264
C -0.997 0.257 5.611
C -0.007 0.857 2.108
C 0.023 0.625 0.923
H 2.579 2.140 8.789
H 1.774 1.069 7.608
H 1.494 0.849 9.337
H 0.329 3.350 5.958
H 0.730 3.017 3.542
H -1.073 -0.854 3.781
H -1.483 -0.500 6.207
C -4.628 0.981 1.469
C -4.347 0.396 0.086
C -5.364 -0.715 -0.213
O -3.047 -0.208 0.104
B -2.311 0.238 -0.953
O -3.018 1.107 -1.722
C -4.232 1.466 -1.061
C -4.024 2.898 -0.556
C -5.375 1.433 -2.074
H -4.715 0.173 2.193
H -5.553 1.554 1.460
H -3.806 1.618 1.782
H -5.303 -1.463 0.575
H -5.125 -1.203 -1.154
H -6.377 -0.320 -0.247
H -3.145 2.959 0.081
H -4.897 3.263 -0.021
H -3.835 3.537 -1.416
H -5.415 0.474 -2.581
H -5.197 2.200 -2.821
H -6.325 1.625 -1.582
N 4.548 -9.734 -0.647
C 3.948 -8.757 -0.474
C 3.201 -7.602 -0.274
C 3.567 -6.371 -0.871
C 2.794 -5.255 -0.712
C 1.605 -5.305 0.046
C 1.262 -6.515 0.680
C 2.038 -7.632 0.530
N 0.781 -4.188 0.144
C -0.230 -3.961 1.054
C -0.761 -2.738 0.763
N -0.111 -2.216 -0.304
C 0.802 -3.099 -0.660
H 4.475 -6.326 -1.456
H 3.110 -4.320 -1.149
H 0.369 -6.576 1.284
H 1.765 -8.558 1.019
H -0.469 -4.649 1.837
H -1.563 -2.198 1.224
H 1.474 -2.957 -1.479
C -0.704 3.775 -3.649
C -0.673 2.524 -3.051
N -0.330 2.389 -1.762
C -0.079 3.446 -1.018
C -0.077 4.760 -1.526
C -0.375 4.885 -2.910
C 0.331 5.912 -0.804
C 0.329 6.233 0.535
C -0.359 5.686 1.639
C -0.221 6.303 2.915
C -0.995 5.847 3.944
N -1.883 4.849 3.797
C -1.909 4.312 2.585
N -1.224 4.641 1.519
H -0.959 3.856 -4.696
H -0.915 1.623 -3.591
H 0.167 3.263 0.016
H -0.343 5.865 -3.370
H 0.728 6.695 -1.446
H 0.875 7.139 0.789
H 0.473 7.122 3.054
H -0.937 6.285 4.936
H -2.605 3.484 2.467
```

relative energy (zero: lowest compared OMol25 entry of this formula, charge and spin)	78.2	kcal per mole
total charge	-2
HOMO-LUMO gap (alpha / beta)	3.468 / 2.831	eV
maximum force	2.70	eV/Å
E	-4919.43169	a.u.